A 2-piece molecular cluster, C3H2IO2S overall. Source: the Open Molecules 2025 dataset; level of theory: ωB97M-V with the def2-TZVPD basis set.

**Relative energy (zero: lowest compared OMol25 entry of this formula, charge and spin)**: 120.8 kJ/mol
**Multiplicity**: 1
**Net charge**: -1
**Electronic energy**: -961.80440 Ha
**Lowest unoccupied orbital energy (spin up / spin down)**: 2.97 / 2.97 eV
**Orbital gap (spin up / spin down)**: 0.213 / 0.213 Ha
**HOMO level (spin up / spin down)**: -2.821 / -2.818 eV

Structure (XYZ):
```
9
C3H2IO2S ωB97M-V with the def2-TZVPD basis set
C -1.801 1.196 -0.978
C -0.854 0.865 -0.313
C 0.219 0.891 0.562
O 1.884 -1.985 1.137
O -0.104 -2.633 -0.184
S 1.093 -1.783 -0.088
I 1.845 2.299 -0.005
H -2.578 0.823 -1.545
H 0.296 0.326 1.413
```